Below is C46H48AsEuF2N9P2S5Se as an isolated structure, with properties calculated with the ωB97M-V functional and the def2-TZVPD basis.

Structure (XYZ):
```
115
Properties=species:S:1:pos:R:3:forces:R:3
Eu 11.54499 14.63249 15.65009 -0.30 0.53 -0.04
N 15.19779 17.26840 16.38883 -0.35 0.38 0.36
C 15.80904 16.13151 16.88152 0.30 0.72 -0.94
C 14.82906 15.25509 17.06586 -0.13 -1.78 1.35
N 13.60038 15.79016 16.89009 0.25 0.38 -0.71
C 13.85391 16.98490 16.41746 -0.22 1.06 0.41
C 12.73943 17.87357 16.10823 -0.71 -1.56 -0.13
N 11.48187 17.38890 16.02067 1.58 1.76 0.32
C 10.73131 18.51642 15.73879 -0.29 -1.10 -0.42
C 11.52000 19.60112 15.57324 -0.01 0.60 0.39
N 12.81725 19.19170 15.87202 -0.13 0.97 -0.66
H 15.69574 18.13458 16.18367 -0.52 -0.46 -0.01
H 16.85026 15.96980 16.87358 0.89 0.15 0.08
H 14.97088 14.23579 17.35156 -0.13 -0.35 0.21
H 9.65858 18.42730 15.59716 0.31 0.12 0.03
H 11.23508 20.61812 15.35402 0.29 -0.05 0.00
H 13.65780 19.76911 15.74283 -0.76 -0.71 0.24
S 12.73544 13.64843 10.73491 -0.39 0.24 0.29
As 12.09017 15.43818 11.76854 0.77 0.51 -0.28
S 13.89140 13.79337 14.35701 0.52 -1.61 0.36
S 10.28953 15.24707 13.00063 -0.15 -0.51 0.40
S 13.78274 15.64344 13.57710 -0.44 0.79 -0.77
C 12.76903 11.45649 18.35306 0.04 -0.51 -0.15
P 12.15482 11.57825 16.60834 0.15 -0.17 -0.65
C 13.33835 10.54543 15.61430 0.38 1.02 2.06
C 14.36242 9.88905 16.29925 -0.21 -0.76 0.40
C 14.99894 8.81292 15.69528 0.68 -0.01 1.47
C 14.66211 8.46386 14.41490 0.79 -1.32 -1.32
C 13.80771 9.24598 13.67353 -1.15 1.67 -0.62
C 13.14235 10.34009 14.27195 0.81 -0.85 -0.42
C 10.70130 10.45110 16.44295 -0.72 -0.32 -0.61
C 9.45757 10.94565 16.87802 1.31 1.08 1.00
C 8.33396 10.20185 16.73177 -0.72 -0.95 -0.84
C 8.36840 9.03263 15.98278 -1.78 -0.82 0.36
C 9.52862 8.52176 15.48239 0.19 -0.21 -0.83
C 10.68380 9.25394 15.70338 2.41 -0.18 -0.44
P 12.55630 9.89090 19.32946 0.71 -0.24 -0.50
C 13.32885 10.38520 20.91915 -0.52 0.68 2.04
C 12.65194 10.23700 22.18658 -0.72 -0.55 -0.82
C 13.24342 10.50792 23.41155 0.53 -0.12 -0.55
C 14.60552 10.89190 23.43580 -1.27 -0.29 0.04
C 15.27032 11.09985 22.27038 -0.39 0.37 -2.30
C 14.59756 10.93174 21.00993 1.39 -0.22 -0.03
C 10.79827 9.95378 19.73820 0.18 0.08 0.70
C 10.18776 11.15227 20.08415 -1.25 -1.21 -0.17
C 8.83727 11.17145 20.35337 -0.64 -0.53 -0.14
C 8.09539 9.97965 20.30398 -0.07 0.60 -0.49
C 8.71047 8.76453 20.02640 -0.58 -0.78 0.22
C 10.07575 8.76898 19.79973 0.65 -1.13 -0.53
H 12.32207 12.28583 18.86701 -0.48 0.64 0.26
H 13.82604 11.72080 18.32433 0.19 -0.10 -0.10
H 14.59473 10.06854 17.36233 -0.28 0.06 -0.78
H 15.72832 8.23938 16.31189 -0.56 0.36 -0.76
H 15.12481 7.57377 13.94599 -0.27 0.62 0.30
H 13.58408 9.11617 12.60779 0.35 -0.42 0.44
H 12.48013 11.00233 13.73854 -0.21 -0.09 -0.35
H 9.43204 11.92261 17.39220 -0.06 -0.52 -0.22
H 7.36562 10.46177 17.08840 -0.42 0.72 0.41
H 7.41111 8.49278 15.80461 0.75 0.42 0.17
H 9.47763 7.62655 14.83113 0.39 0.62 0.56
H 11.66101 8.92720 15.21524 -1.65 0.19 0.96
H 11.60075 9.86931 22.15584 0.88 0.38 0.16
H 12.67707 10.40011 24.34068 0.19 -0.01 -0.35
H 15.10731 11.04063 24.35484 0.36 0.15 0.92
H 16.29649 11.46775 22.23090 -0.25 -0.15 0.17
H 15.17280 11.17474 20.09143 -0.41 -0.22 0.76
H 10.64691 12.08215 20.04725 1.19 1.53 -0.07
H 8.34610 12.13500 20.47930 0.06 -0.23 0.14
H 7.02080 10.08665 20.31520 -0.20 -0.30 0.35
H 8.15946 7.78010 19.95587 0.49 1.40 0.16
H 10.59027 7.79769 19.59809 -0.39 0.97 0.05
C 18.69554 11.91590 15.80226 0.96 -1.11 -0.48
C 17.17094 11.85402 15.90982 0.35 2.33 1.35
C 16.81782 11.88721 17.34926 0.45 0.03 -1.02
N 16.68314 11.93021 18.48441 -0.24 0.02 0.66
H 19.04124 11.86947 14.70932 -0.49 0.11 1.63
H 19.14914 11.04556 16.36974 -0.38 0.90 -0.80
H 19.04670 12.82823 16.30968 0.00 -0.24 -0.43
H 16.70049 11.00801 15.51679 -0.55 -1.24 -1.06
H 16.74630 12.78854 15.48436 -0.15 -0.71 -0.08
C 15.65968 18.60612 13.15736 -0.41 -0.31 -0.63
N 16.99013 18.25497 12.67119 -1.00 -0.37 -1.21
C 18.21456 18.61787 13.04977 -0.57 0.17 1.07
Se 18.67758 19.66540 14.46033 0.02 0.38 0.47
N 19.07592 18.00156 12.24538 2.37 -0.35 -1.00
C 18.44515 17.26912 11.23958 -0.49 -0.13 0.57
C 18.87516 16.43768 10.21832 -0.59 0.09 0.17
C 17.87704 15.77052 9.48072 0.90 0.65 0.08
C 16.52578 15.96858 9.75627 -0.17 -0.66 0.09
C 16.10832 16.80879 10.79669 0.22 -0.60 -0.76
C 17.09459 17.42874 11.52776 -0.30 0.25 0.22
H 15.33435 17.96218 13.96826 0.26 0.01 0.26
H 14.99024 18.30851 12.33714 0.05 0.44 0.40
H 15.50878 19.66495 13.36465 0.45 -0.02 0.04
H 20.08532 18.09295 12.39659 -0.86 -0.02 -0.15
H 19.93320 16.32279 10.08160 0.28 -0.27 -0.40
H 18.18826 15.12822 8.65690 -0.17 0.00 0.32
H 15.81926 15.29028 9.25041 0.05 0.81 0.23
H 15.06896 16.89340 11.03778 -0.43 -0.15 0.08
S 19.22015 10.33197 11.63485 -0.95 0.94 0.33
C 17.93245 11.47904 11.76550 0.36 -0.29 -0.35
N 16.63410 11.25811 11.49322 0.55 3.15 0.56
C 15.87085 12.54375 11.29857 0.06 -1.18 0.57
C 16.75039 13.44613 12.12419 -0.85 2.09 -0.05
N 18.03340 12.78971 12.08926 -0.19 -0.93 -0.33
H 16.30894 10.44088 11.13548 -0.70 -2.71 -1.12
H 14.85830 12.44586 11.69982 0.20 0.20 -0.01
H 15.78109 12.85177 10.25376 0.24 -0.28 -0.09
H 16.30279 13.55227 13.11146 0.23 -0.29 0.42
H 16.77161 14.49576 11.73626 0.25 -1.04 0.13
H 18.88237 13.19745 12.37211 0.86 0.27 0.27
F 9.77937 14.38996 19.94853 0.36 0.35 0.07
C 10.80135 14.67889 18.96944 -0.15 -1.32 -0.61
F 9.93658 15.05101 17.83064 -0.14 -0.07 -0.72
H 11.16693 15.67167 19.18508 0.05 0.68 0.79
```
Forces are in eV/Å.

Computed properties:
HOMO (alpha / beta), eV: -1.3 / -1.3
ΔE to the lowest compared entry with this formula, charge and spin, kcal/mol: 43.0
Electronic energy, hartree: -10495.5573
2S+1: 8
Frontier orbital gap (alpha / beta), eV: 4.64 / 4.65
Expectation value of S²: 15.76
Charge: -2

Below is C46H48AsGdN3O as an isolated structure, with properties calculated with the ωB97M-V functional and the def2-TZVPD basis.

Structure (XYZ):
```
100
Properties=species:S:1:pos:R:3:forces:R:3
Gd -0.31064 -0.02012 -0.51448 -0.25 0.10 2.32
N 2.49243 1.16391 -2.12739 0.57 -0.38 -0.02
N -0.53012 -0.67374 -3.08178 -1.09 -1.85 -0.90
C -3.00119 1.14610 -0.15520 1.00 0.48 0.39
C -2.42459 1.99571 -1.14221 0.64 -0.27 0.98
C -1.20417 2.51773 -0.61789 -0.94 -0.11 0.90
C -0.24055 3.41490 -1.31009 0.45 0.48 -0.16
H -0.59751 3.69162 -2.31047 0.09 -0.06 0.15
H 0.75298 2.94936 -1.43411 -0.26 0.11 -0.02
H -0.07957 4.35212 -0.75419 -0.08 -0.12 -0.09
C -1.08234 2.08173 0.74042 -1.11 -0.16 -0.53
C -0.05750 2.57520 1.69136 0.50 0.20 0.11
H -0.30555 3.54184 2.15586 -0.20 -0.10 -0.07
H 0.88061 2.74477 1.16063 -0.14 -0.07 0.17
H 0.14579 1.87833 2.50965 -0.05 0.00 -0.16
C -2.14511 1.15185 0.99502 -0.07 1.15 -0.78
C -2.33431 0.39000 2.25941 -0.10 -0.03 0.50
H -1.38648 -0.02618 2.63091 -0.15 -0.01 -0.05
H -3.03665 -0.44146 2.12844 0.12 0.08 0.04
H -2.72567 1.02877 3.06526 -0.01 -0.12 -0.04
C -3.04516 2.39683 -2.43308 -0.12 0.00 -0.52
H -3.58770 3.35698 -2.37939 0.16 -0.20 0.13
H -3.77150 1.65556 -2.78528 0.10 0.02 0.02
H -2.28662 2.51617 -3.21491 -0.10 -0.05 -0.02
C -4.34197 0.50728 -0.23333 -0.32 -0.37 -0.09
H -4.36629 -0.43201 0.33000 -0.05 0.04 -0.09
H -4.60782 0.27322 -1.26960 -0.05 -0.05 0.11
H -5.15305 1.13670 0.17268 0.27 -0.03 -0.07
C 3.77337 0.95168 -1.82713 -0.30 -0.52 -0.49
H 4.37568 1.83092 -1.56281 -0.21 -0.28 -0.16
C 4.36555 -0.31635 -1.83404 0.41 0.32 0.25
H 5.44102 -0.39368 -1.69005 -0.24 -0.11 0.37
C 3.56552 -1.43820 -2.01796 -0.47 0.19 -0.42
H 3.94799 -2.44453 -1.85468 0.11 0.20 -0.24
C 2.24640 -1.25389 -2.41895 -0.01 0.56 0.46
H 1.58120 -2.08280 -2.65619 0.20 0.10 0.15
C 1.74120 0.07836 -2.47604 -0.37 0.30 -0.82
C 0.36056 0.38242 -2.78586 1.22 0.58 -0.43
H 0.08867 1.36203 -3.19762 0.18 -0.44 0.29
C -1.55130 -1.07934 -2.21682 -0.25 0.88 -2.33
C -0.69851 -1.26520 -4.34498 -0.02 0.67 0.58
H 0.01105 -1.08130 -5.13047 0.02 -0.08 -0.07
C -1.88493 -1.88610 -4.32379 -0.36 -0.11 -0.21
H -2.44406 -2.37385 -5.10431 0.13 -0.10 0.08
N -2.41629 -1.71832 -3.04131 0.41 -0.31 -0.28
C -3.74962 -2.05840 -2.69075 -0.47 0.18 0.33
C -4.83133 -1.56490 -3.45729 0.41 -0.64 0.65
C -6.11565 -1.91084 -3.03723 0.06 -0.16 0.10
H -6.95952 -1.55726 -3.62784 0.05 -0.03 0.14
C -6.34599 -2.68726 -1.90139 0.50 0.07 0.07
C -7.72512 -3.07711 -1.47746 -0.31 -0.10 0.06
H -7.79801 -3.08452 -0.38600 -0.09 0.05 -0.13
H -7.97687 -4.08548 -1.82356 0.02 0.08 0.00
H -8.47185 -2.39274 -1.88344 -0.01 -0.03 0.08
C -5.25576 -3.10910 -1.13968 -0.02 0.19 -0.32
H -5.42106 -3.71085 -0.24379 0.03 0.17 -0.18
C -3.95136 -2.79085 -1.50959 -0.06 -0.08 -0.50
C -2.79823 -3.26110 -0.67637 -0.01 -0.43 0.69
H -1.92510 -3.56983 -1.26899 -0.28 0.27 0.20
H -3.12636 -4.12734 -0.07826 0.12 0.20 -0.20
H -2.47702 -2.49298 0.05535 0.03 -0.21 -0.49
C -4.68391 -0.70189 -4.67666 -0.32 0.32 -0.39
H -4.36948 -1.26954 -5.56560 0.00 0.19 0.29
H -4.01130 0.15846 -4.55308 0.02 -0.40 0.10
H -5.67799 -0.29077 -4.90000 0.26 -0.04 -0.06
O 1.57512 -0.00392 0.62956 1.73 0.03 1.53
As 2.78636 0.13215 1.87992 -0.01 0.09 -0.53
C 4.58973 -0.45906 1.43050 -1.53 0.46 0.47
C 4.84347 -1.82244 1.25388 0.65 -1.02 -0.06
C 6.16311 -2.28404 1.14471 -0.53 0.39 0.07
C 7.23240 -1.37730 1.17494 0.24 -0.68 -0.11
C 6.98033 -0.00938 1.31534 -0.99 0.63 0.12
C 5.66254 0.44717 1.45659 0.99 0.15 -0.03
C 3.11483 1.99731 2.26701 0.03 0.22 0.06
C 3.40910 2.38267 3.58113 -0.07 0.33 -0.30
C 3.74105 3.71549 3.85500 -0.06 -0.23 -0.25
C 3.83723 4.63914 2.80771 -0.07 -0.14 -0.08
C 3.56987 4.24382 1.49031 0.02 -0.27 0.08
C 3.19383 2.92222 1.21361 0.04 0.12 0.38
C 2.09451 -0.67675 3.49596 0.41 0.17 -1.02
C 2.51224 -1.98115 3.80104 -0.07 -0.51 0.77
C 2.23085 -2.52147 5.06196 0.13 0.24 -0.69
C 1.51570 -1.77120 6.00549 -0.19 -0.09 0.13
C 1.01701 -0.51008 5.66194 0.25 0.24 -0.62
C 1.29926 0.04397 4.40376 -0.17 -0.01 0.81
H 4.00406 -2.52019 1.21344 0.35 0.09 -0.14
H 6.34624 -3.35519 1.04269 -0.01 0.28 -0.02
H 8.25985 -1.74048 1.08857 -0.34 0.10 0.01
H 7.80590 0.70857 1.32794 -0.31 -0.23 0.01
H 5.46249 1.50822 1.61121 0.19 -0.28 -0.10
H 3.36419 1.64529 4.38452 0.04 0.24 -0.22
H 3.91847 4.01676 4.88817 0.04 -0.01 -0.30
H 4.11793 5.67325 3.02385 -0.10 -0.32 -0.10
H 3.64577 4.95650 0.66525 -0.03 -0.16 0.32
H 2.92578 2.60873 0.19736 0.15 0.13 0.36
H 3.07953 -2.55027 3.06177 -0.19 0.11 0.43
H 2.56670 -3.53242 5.29779 -0.07 0.27 -0.02
H 1.31447 -2.18733 6.99418 0.02 0.10 -0.29
H 0.40482 0.05590 6.36631 0.18 -0.16 -0.15
H 0.93394 1.04479 4.15495 0.10 -0.43 0.12
```
Forces are in eV/Å.

Computed properties:
HOMO (alpha / beta), eV: -0.9 / -4.1
Electronic energy, hartree: -5022.4452
2S+1: 8
Frontier orbital gap (alpha / beta), eV: 3.33 / 6.44
Expectation value of S²: 15.82
Charge: -1

Number 1: molecular weight 1293.078 g mol⁻¹. Number 2: molecular weight 891.082 g mol⁻¹.